Computed, not measured: a molecular structure, CH3INO, with the ωB97M-V functional and the def2-TZVPD basis.

* molar mass: 171.945 u
* net charge: -1
* energy above the lowest of the compared OMol25 structures with the same formula, charge and spin: 5.742 eV
* HOMO energy (alpha / beta): -0.1243 / -0.1243 Ha

Structure (XYZ):
```
7
Properties=species:S:1:pos:R:3:forces:R:3:nbo_charge:R:1
C -0.58441 0.35559 -0.01926 0.893 -0.963 2.663 -0.466
N 0.49413 -0.35858 0.71028 0.414 -2.435 -2.929 -0.432
O 0.64165 -2.01217 -0.31123 -0.514 3.323 1.971 -0.749
I 2.19148 0.53704 -0.06859 0.428 -0.087 0.342 0.106
H -0.46714 0.43067 -1.04364 0.324 0.494 -2.028 0.184
H -1.43939 -0.18103 0.19119 -2.005 -1.907 0.063 0.190
H -0.83633 1.22848 0.54124 0.460 1.574 -0.081 0.166
```
Forces are in eV/Å.

Computed, not measured: 2 unconnected molecules or ions with the total composition CH3IO, with the ωB97M-V functional and the def2-TZVPD basis.

* molar mass: 157.938 u
* net charge: 0
* SMILES: C=O.I
* energy above the lowest of the compared OMol25 structures with the same formula, charge and spin: 0.640 eV
* HOMO energy: -0.3717 Ha

Structure (XYZ):
```
6
Properties=species:S:1:pos:R:3:forces:R:3:nbo_charge:R:1
C -1.40000 0.50137 0.04173 1.425 0.561 -1.582 0.276
O -1.73622 -0.52189 0.55325 -0.171 0.309 0.139 -0.490
H -0.49128 0.46846 -0.78952 -1.936 0.433 1.739 0.095
H -1.89301 1.52747 0.26596 0.686 -1.311 -0.294 0.120
I 2.83680 -1.74298 0.19550 0.019 -0.344 0.105 -0.091
H 2.68370 -0.23243 -0.26692 -0.023 0.352 -0.107 0.091
```
Forces are in eV/Å.

Computed, not measured: 2 unconnected molecules or ions with the total composition CH3IO2, with the ωB97M-V functional and the def2-TZVPD basis.

* molar mass: 173.937 u
* net charge: 0
* energy above the lowest of the compared OMol25 structures with the same formula, charge and spin: 3.077 eV
* HOMO energy: -0.3434 Ha

Structure (XYZ):
```
7
Properties=species:S:1:pos:R:3:forces:R:3:nbo_charge:R:1
C 0.49710 -0.40486 0.65106 -3.030 3.589 -0.287 0.189
O -0.21767 -1.22086 -0.06357 -0.370 -2.096 -0.404 -0.669
O -0.54202 1.28486 0.03594 2.182 -1.896 1.109 -0.918
I 2.39644 0.15155 -0.02694 -0.346 -0.192 0.529 0.215
H 0.06565 -0.38523 1.71998 1.598 0.062 -1.621 0.243
H -0.03589 -1.34253 -1.01628 0.413 0.615 0.650 0.513
H -1.37029 0.80549 0.03836 -0.446 -0.082 0.024 0.426
```
Forces are in eV/Å.

Computed, not measured: 2 unconnected molecules or ions with the total composition CH3IO2, with the ωB97M-V functional and the def2-TZVPD basis.

* molar mass: 173.937 u
* net charge: 0
* SMILES: O=CI.O
* energy above the lowest of the compared OMol25 structures with the same formula, charge and spin: 0.813 eV
* HOMO energy: -0.3660 Ha

Structure (XYZ):
```
7
Properties=species:S:1:pos:R:3:forces:R:3:nbo_charge:R:1
O 2.25144 -2.18635 -0.53302 0.525 0.694 0.248 -0.459
C 3.14798 -1.74094 0.10504 -1.706 0.343 -1.792 0.311
I 3.96322 0.22341 0.00174 -0.037 0.195 -0.157 0.011
H 3.68962 -2.29049 0.79435 1.251 -1.210 1.680 0.137
O 0.43950 0.88704 0.56298 0.104 0.895 0.074 -0.919
H 0.74896 1.75977 0.29170 0.483 -0.226 -0.923 0.460
H 0.05605 1.21871 1.37215 -0.620 -0.690 0.870 0.459
```
Forces are in eV/Å.

Computed, not measured: 2 unconnected molecules or ions with the total composition CH3IO4S, with the ωB97M-V functional and the def2-TZVPD basis.

* molar mass: 238.002 u
* net charge: 0
* energy above the lowest of the compared OMol25 structures with the same formula, charge and spin: 3.383 eV
* HOMO energy (alpha / beta): -0.3615 / -0.3672 Ha

Structure (XYZ):
```
10
Properties=species:S:1:pos:R:3:forces:R:3:nbo_charge:R:1
C 0.23026 0.11726 -0.13207 -0.673 -0.293 0.445 -0.295
O 4.98443 -1.78982 -0.54696 0.058 -0.079 -0.136 -0.830
O 3.67504 -1.70523 1.55364 -0.123 -0.104 0.097 -0.841
O 1.23090 -0.11436 -1.11780 -0.090 -0.398 -0.839 -0.147
O 1.48820 -1.38090 -1.31945 -0.094 0.076 0.351 -0.195
S 3.81227 -1.38541 0.16414 -0.085 -0.377 -0.021 1.714
I 3.52904 1.09353 -0.06858 0.727 1.048 0.266 -0.028
H 0.17354 1.19726 -0.02627 0.008 -0.021 0.009 0.210
H 0.48906 -0.35754 0.81647 0.169 0.054 -0.116 0.206
H -0.71905 -0.29358 -0.48225 0.102 0.093 -0.056 0.206
```
Forces are in eV/Å.

Computed, not measured: a single CH3IOS2 molecule, with the ωB97M-V functional and the def2-TZVPD basis.

* molar mass: 222.072 u
* net charge: 0
* SMILES: C[S@@](=O)(=S)I
* energy above the lowest of the compared OMol25 structures with the same formula, charge and spin: 2.948 eV
* HOMO energy: -0.3554 Ha

Structure (XYZ):
```
8
Properties=species:S:1:pos:R:3:forces:R:3:nbo_charge:R:1
C 0.53649 -0.79560 -0.16843 -0.105 0.006 0.094 -0.775
S -0.34193 0.76619 0.06627 3.770 2.740 4.204 0.978
O 0.60800 1.59479 1.43898 -3.592 -3.106 -4.555 -0.766
S -0.40589 1.74228 -1.56208 -0.233 -0.198 0.241 -0.260
I -2.52531 -0.07732 0.85912 0.350 0.234 -0.046 0.053
H 0.25303 -1.19831 -1.13597 -0.115 0.037 -0.025 0.249
H 1.59627 -0.55792 -0.13644 -0.022 0.214 -0.012 0.269
H 0.27935 -1.47411 0.63855 -0.052 0.073 0.100 0.252
```
Forces are in eV/Å.

Which max |F| belongs to each record? In order, 3.9; 2.6; 4.7; 2.5; 1.3; 6.6 eV/A.